(1)
Entry from the Open Molecules 2025 dataset: a structure of composition C18H47NO4ScSi2 in a non-equilibrium geometry (ωB97M-V with the def2-TZVPD basis set).

Computed properties:
**LUMO**: -0.0954 Ha
**Relative energy (zero: lowest compared OMol25 entry of this formula, charge and spin)**: 0.0 kcal/mol
**Gap between HOMO and LUMO**: 9.313 eV
**Highest occupied orbital energy**: -11.91 eV
**Calculated total energy**: -65562.4595 eV
**Net charge**: +1

The geometry in XYZ format:
```
73
C18H47NO4ScSi2, DFT ωB97M-V with the def2-TZVPD basis set
O -0.37899 0.65877 1.48211
O 2.80244 1.86767 0.13114
C -1.04099 1.87809 0.98742
C -2.18686 2.29509 1.88620
H -1.39514 1.62734 -0.01839
H -0.26094 2.64124 0.89719
H -2.92806 1.49748 2.03873
H -2.72164 3.11582 1.39757
H -1.81408 2.65422 2.85142
C 0.20227 0.67274 2.84414
C 1.00914 1.92251 3.11068
H 0.82986 -0.22765 2.88434
H -0.62665 0.55728 3.55098
H 1.81450 2.02232 2.37504
H 1.45187 1.84588 4.11009
H 0.39798 2.83203 3.09838
C 4.08620 1.20893 0.10277
C 2.89529 3.27488 -0.16765
C 4.55530 0.81205 1.48428
H 4.82988 1.88497 -0.34814
H 3.99489 0.32481 -0.54323
H 4.73135 1.69173 2.11306
H 5.51014 0.28259 1.40824
H 3.84105 0.14731 1.98092
C 3.67832 4.06678 0.86515
H 1.86031 3.63868 -0.23897
H 3.37654 3.38643 -1.15774
H 3.33351 3.87708 1.89065
H 3.54189 5.13039 0.66057
H 4.75204 3.85290 0.78803
H 0.86204 0.54870 -0.30984
Sc -0.72745 -1.16246 0.51554
C 0.80745 -0.21701 -1.12482
Si 1.26287 0.50209 -2.82692
H 1.47611 -1.05957 -0.88731
H -0.25246 -0.56998 -1.35831
C 0.53851 2.22413 -2.95276
C 0.57268 -0.71732 -4.07813
C 3.10069 0.60646 -3.17432
C -2.76601 -0.99282 -0.20335
Si -3.78637 -2.39743 -0.88893
H -2.80350 -0.11777 -0.89141
H -3.28499 -0.63694 0.72614
C -3.30251 -2.68781 -2.67429
C -5.61413 -1.96743 -0.82744
C -3.59088 -3.99585 0.08277
H 3.22978 1.01062 -4.18955
H 3.55704 -0.39093 -3.14066
H 3.64277 1.26244 -2.48102
H -0.55922 2.19288 -2.91393
H 0.83674 2.66486 -3.91466
H 0.90255 2.87769 -2.14478
H -0.40185 -1.12199 -3.77337
H 1.27148 -1.55912 -4.19805
H 0.45132 -0.24290 -5.06028
H -5.76681 -0.88673 -0.95819
H -6.06227 -2.26041 0.13213
H -6.15114 -2.49129 -1.63075
H -3.97121 -3.89950 1.11055
H -2.54286 -4.32669 0.12853
H -4.17496 -4.78911 -0.41277
H -4.06874 -3.27218 -3.20600
H -2.35230 -3.23291 -2.73563
H -3.18632 -1.72616 -3.19313
N -1.53299 -2.13571 2.44539
C -0.96612 -3.49066 2.60864
C 0.18301 -3.74307 1.63049
O 0.92230 -4.67826 1.84517
O 0.25267 -2.90536 0.59950
H -1.28101 -1.59310 3.27523
H -2.55499 -2.20503 2.49735
H -0.57985 -3.58854 3.62292
H -1.73049 -4.26818 2.46527
```

(2)
Entry from the Open Molecules 2025 dataset: a structure of composition C18H48CuF4N2O26S10 in a non-equilibrium geometry (ωB97M-V with the def2-TZVPD basis set).

Computed properties:
**2S+1**: 2
**LUMO (spin up / spin down)**: -0.0751 / -0.2019 Ha
**Gap between HOMO and LUMO (spin up / spin down)**: 8.682 / 5.232 eV
**Highest occupied orbital energy (spin up / spin down)**: -10.72 / -10.72 eV
**Calculated total energy**: -239512.1580 eV

The geometry in XYZ format:
```
109
C18H48CuF4N2O26S10, DFT ωB97M-V with the def2-TZVPD basis set
Cu 21.03176 7.26410 -27.01187
N 22.06322 7.28524 -25.26052
S 23.47108 7.56623 -24.66748
O 24.08536 6.46077 -23.99894
O 23.76956 8.92130 -24.32297
F 24.22443 7.52306 -26.08328
S 21.38536 7.36293 -23.69872
O 21.24491 8.65700 -23.10327
O 21.58988 6.22026 -22.87532
F 19.91022 7.05649 -24.23424
N 19.44193 8.61495 -26.85435
S 19.21782 9.97724 -26.14044
O 18.47915 10.02261 -24.89783
O 19.23056 11.15899 -26.93310
F 20.71903 10.01474 -25.61394
S 17.81318 8.42119 -27.21400
O 17.25435 9.33823 -28.16072
O 16.95339 7.85288 -26.21280
F 18.09950 7.13115 -28.18445
O 18.73538 9.79252 -34.21942
S 18.55066 11.12662 -33.71381
O 17.40244 11.95487 -33.97962
O 18.90500 11.15573 -32.10830
C 18.38548 12.25880 -31.33931
C 18.46063 11.88451 -29.84270
C 19.96028 12.10606 -34.37120
H 17.32386 12.36428 -31.55875
H 18.90992 13.19256 -31.54192
H 17.57601 11.29613 -29.60954
H 18.34354 12.78130 -29.23225
H 19.41754 11.44487 -29.57111
H 19.82532 11.94788 -35.43984
H 20.88208 11.68806 -33.98024
H 19.69659 13.12823 -34.11459
O 19.55201 3.03904 -26.10341
S 18.88587 4.30231 -26.29009
O 19.65404 5.50896 -26.52011
O 17.75382 4.19196 -27.49034
C 16.96956 3.01686 -27.60397
C 17.63058 2.05071 -28.59303
C 17.72466 4.62077 -24.89082
H 16.01860 3.30041 -28.05278
H 16.80591 2.41962 -26.70497
H 17.69692 2.50690 -29.57995
H 17.12534 1.09475 -28.74771
H 18.58932 1.72757 -28.18501
H 16.89309 3.95558 -25.09982
H 17.52904 5.68829 -24.94820
H 18.24675 4.34968 -23.97593
O 15.53435 7.13235 -20.63292
S 15.68750 7.21799 -22.04550
O 15.27011 6.12645 -22.90019
O 14.92210 8.57783 -22.56380
C 14.72640 8.75053 -23.96385
C 13.31990 9.27939 -24.10029
C 17.34010 7.79052 -22.54763
H 14.82927 7.78481 -24.45791
H 15.37490 9.53604 -24.35768
H 12.57623 8.65406 -23.59532
H 12.95297 9.28981 -25.12658
H 13.21246 10.19465 -23.51668
H 17.30936 8.85317 -22.32872
H 17.47988 7.57869 -23.60453
H 18.08069 7.23939 -21.97014
O 14.48925 11.98917 -29.38361
S 14.38505 12.75577 -28.16504
O 13.77380 12.19133 -26.97888
O 15.87044 13.30684 -27.79078
C 15.99595 13.98982 -26.50459
C 16.84062 13.03196 -25.69677
C 13.58808 14.32151 -28.58292
H 15.00036 14.17524 -26.10534
H 16.53895 14.92267 -26.65562
H 16.49500 12.01673 -25.86527
H 16.65320 13.27162 -24.64307
H 17.90597 13.22799 -25.78651
H 13.80034 15.02435 -27.77567
H 12.50776 14.21477 -28.62862
H 14.08802 14.74364 -29.45116
O 20.58358 6.04052 -31.61242
S 20.44307 7.20437 -30.76353
O 20.57265 7.09412 -29.32206
O 21.45308 8.32736 -31.21544
C 21.60778 8.55322 -32.65002
C 23.07734 8.81396 -32.91006
C 18.81804 8.03574 -31.18574
H 20.99006 9.42498 -32.85902
H 21.23857 7.72192 -33.24728
H 23.72602 7.93916 -32.94399
H 23.48615 9.54857 -32.21584
H 23.26233 9.26068 -33.89073
H 18.87322 9.00201 -30.68142
H 18.00607 7.51396 -30.68656
H 18.79573 8.21768 -32.25637
O 15.37536 8.16655 -32.02799
S 14.23156 8.98906 -31.71682
O 13.01446 8.73905 -32.44377
O 13.95815 8.82476 -30.11143
C 14.40547 7.58112 -29.52888
C 13.96595 7.51226 -28.07313
C 14.65623 10.74129 -31.78711
H 15.48353 7.45983 -29.63782
H 13.96528 6.76361 -30.10286
H 13.95488 8.48603 -27.57913
H 14.68729 6.92720 -27.50265
H 12.94832 7.13704 -27.97419
H 15.09160 10.94979 -32.76335
H 15.46369 10.82862 -31.06471
H 13.77730 11.30976 -31.50920
```

(3)
Entry from the Open Molecules 2025 dataset: a structure of composition C18H48Li3N3O3 in a non-equilibrium geometry (ωB97M-V with the def2-TZVPD basis set).

Computed properties:
**LUMO**: 0.0082 Ha
**Gap between HOMO and LUMO**: 7.321 eV
**Highest occupied orbital energy**: -7.10 eV
**Calculated total energy**: -30649.9045 eV

The geometry in XYZ format:
```
75
C18H48Li3N3O3, DFT ωB97M-V with the def2-TZVPD basis set
Li -1.38307 23.25429 -16.00941
Li -1.55386 24.21431 -17.80576
Li 0.07673 23.02542 -17.54515
O -1.42468 22.82736 -17.33165
H -2.02315 22.26878 -17.86491
O -1.50876 24.58010 -16.42155
H -2.11843 25.33728 -16.32414
O 0.12832 23.36541 -16.15588
H 0.54371 22.86094 -15.42958
C -2.19785 20.90175 -19.30267
C -3.33201 20.91117 -20.32599
N -2.65995 20.82441 -21.60152
C -2.08220 19.55306 -22.02043
C -0.65016 19.71516 -22.60965
C -3.37517 21.60080 -22.64345
C -4.76346 20.94977 -22.81727
H -2.67240 21.05629 -18.33364
H -1.42317 21.65216 -19.46038
H -1.70061 19.93256 -19.26380
H -4.02243 20.09207 -20.12478
H -3.76922 21.90233 -20.20542
H -1.93116 18.87121 -21.18356
H -2.73963 19.13425 -22.78232
H -0.56624 20.29088 -23.53139
H 0.11120 20.17842 -21.98210
H -0.20929 18.71926 -22.65348
H -2.93058 21.63605 -23.63804
H -3.58488 22.61125 -22.29261
H -4.87102 19.88524 -23.02540
H -5.09093 21.38633 -23.76082
H -5.43347 21.13516 -21.97774
C -2.17836 23.18276 -20.68003
C -2.73463 24.44009 -20.13303
N -2.62967 24.63006 -18.65201
C -3.11388 25.89625 -18.28270
C -2.17725 27.03089 -18.56103
C -3.44149 23.59806 -17.95103
C -4.90634 23.50391 -18.28010
H -2.56522 22.34651 -20.09769
H -1.08970 23.13050 -20.69429
H -2.49096 23.09922 -21.72090
H -2.15004 25.24072 -20.58619
H -3.72916 24.63952 -20.53209
H -4.11049 25.93313 -18.72257
H -3.37118 25.96610 -17.22581
H -1.16384 26.76282 -18.26232
H -2.24207 27.21948 -19.63264
H -2.60448 27.88146 -18.02990
H -3.43131 23.75515 -16.87247
H -3.03026 22.60254 -18.11821
H -5.42955 22.73875 -17.70663
H -5.04656 23.26206 -19.33364
H -5.35733 24.41852 -17.89515
C -1.46588 24.39924 -13.40391
C -2.04700 22.95490 -13.51775
N -2.16540 22.53797 -14.91495
C -2.09057 21.12510 -14.88588
C -2.06373 20.60109 -16.34901
C -3.41040 23.11769 -15.50220
C -4.80481 22.46483 -15.13847
H -1.47085 24.97268 -14.33086
H -0.41405 24.36911 -13.11958
H -2.00964 24.99117 -12.66767
H -1.36725 22.29953 -12.97319
H -2.99489 22.97919 -12.98015
H -1.30732 20.74984 -14.22723
H -2.90474 20.63893 -14.34841
H -1.14293 21.00261 -16.77212
H -2.08499 19.51137 -16.36251
H -2.89698 21.02084 -16.91257
H -3.27609 23.25923 -16.57459
H -3.57336 24.14349 -15.17161
H -4.86987 21.37793 -15.18868
H -5.61880 22.96125 -15.66676
H -4.76852 22.53105 -14.05109
```

(4)
Entry from the Open Molecules 2025 dataset: a structure of composition C18H48N2O8Y in a non-equilibrium geometry (ωB97M-V with the def2-TZVPD basis set).

Computed properties:
**LUMO**: -0.1052 Ha
**Gap between HOMO and LUMO**: 6.460 eV
**Highest occupied orbital energy**: -9.32 eV
**Calculated total energy**: -39842.4342 eV
**Net charge**: +1

The geometry in XYZ format:
```
77
C18H48N2O8Y, DFT ωB97M-V with the def2-TZVPD basis set
Y -0.25001 0.15180 0.19263
C -2.65823 -3.59070 -0.52332
C -2.21647 -4.09149 0.89896
C -1.65474 -5.52412 0.62671
C -0.92187 -6.16459 1.78215
C 0.26042 -5.25242 2.10868
C -0.16382 -3.84423 2.49677
N -1.02837 -3.23552 1.43221
O -1.24662 -1.77745 1.45673
C 1.23744 -3.12831 2.48693
C -0.74873 -3.87623 3.95946
C -3.41356 -4.14428 1.87511
H -3.44427 -4.08347 -1.09552
H -1.84548 -3.59767 -1.24960
H -2.92201 -2.53313 -0.53246
H -0.98998 -5.45069 -0.23399
H -2.54034 -6.13307 0.44506
H -0.61278 -7.16976 1.49544
H -1.56441 -6.30081 2.65203
H 0.99260 -5.28571 1.30189
H 0.83071 -5.70356 2.92067
H 1.75025 -3.15617 1.52550
H 1.95995 -3.62542 3.13420
H 1.31373 -2.06266 2.70298
H -1.38597 -3.00003 4.07901
H 0.07150 -3.59055 4.61801
H -1.25586 -4.79307 4.25998
H -3.79350 -3.14927 2.10685
H -3.07297 -4.59973 2.80498
H -4.17079 -4.82006 1.47758
C 2.76914 2.97721 0.17719
C 2.03632 4.04169 -0.80289
C 3.10256 4.31451 -1.97201
C 2.43321 5.10721 -3.11167
C 1.25376 4.28449 -3.52311
C 0.09650 3.99122 -2.47548
N 0.75486 3.42301 -1.26174
O -0.16208 2.63835 -0.32000
C -0.82429 3.00400 -3.19769
C -0.70521 5.33116 -2.24642
C 1.65538 5.35855 -0.02844
H 3.75008 3.31292 0.51359
H 2.93488 2.01824 -0.31373
H 2.43380 2.76965 1.19335
H 3.72891 3.45022 -2.19293
H 3.87507 4.96904 -1.56836
H 3.17190 5.36790 -3.86961
H 2.13094 6.05490 -2.66599
H 1.67146 3.33816 -3.86675
H 0.73027 4.70325 -4.38258
H -1.80127 2.81480 -2.75293
H -0.31937 2.05324 -3.36861
H -1.20274 3.45759 -4.11373
H -1.27516 5.66091 -3.11506
H 0.01307 6.11726 -2.01360
H -1.36536 5.24269 -1.38358
H 2.58465 5.69635 0.43032
H 1.11020 5.18629 0.89957
H 1.24569 6.22190 -0.55273
O -2.53595 0.98640 0.63759
H -3.23998 0.47103 1.03125
H -2.81408 1.89574 0.74713
O -1.51856 -0.31002 -1.61309
H -2.46389 -0.16580 -1.65530
H -1.31076 -0.77756 -2.42207
O 0.47807 -2.01326 -0.81086
H 0.99650 -2.52489 -1.43192
H -0.13814 -2.64294 -0.43666
O -0.34600 1.04999 2.36040
H 0.02416 1.85321 2.72654
H -0.54082 0.50594 3.12348
O 1.17530 0.51751 -1.67365
H 1.08556 1.44095 -1.90911
H 1.97662 0.23434 -2.11404
O 1.92120 0.11447 1.23153
H 2.63863 -0.34269 0.79275
H 2.26914 0.33327 2.09600
```

(5)
Entry from the Open Molecules 2025 dataset: a cluster of 6 separate species, C18H48O18S6 in total in a non-equilibrium geometry (ωB97M-V with the def2-TZVPD basis set).

Computed properties:
**LUMO**: -0.0025 Ha
**SMILES**: CCOS(C)(=O)=O.CCOS(C)(=O)=O.CCOS(C)(=O)=O.CCOS(C)(=O)=O.CCOS(C)(=O)=O.CCOS(C)(=O)=O
**Relative energy (zero: lowest compared OMol25 entry of this formula, charge and spin)**: 11.6 kcal/mol
**Gap between HOMO and LUMO**: 10.699 eV
**Highest occupied orbital energy**: -10.77 eV
**Calculated total energy**: -121308.3151 eV

The geometry in XYZ format:
```
90
C18H48O18S6, DFT ωB97M-V with the def2-TZVPD basis set
C -1.85895 -6.33850 4.94470
C -1.65625 -6.67982 3.49059
O -0.24267 -6.50285 3.25092
S 0.21777 -6.42617 1.74409
C -0.05927 -4.70946 1.40169
O 1.61974 -6.66348 1.74971
O -0.67120 -7.22726 0.96206
H -2.85543 -6.58943 5.30029
H -1.68995 -5.26593 5.06267
H -1.13264 -6.85843 5.56609
H -1.94605 -7.70669 3.26232
H -2.23564 -6.06795 2.79510
H -0.41888 -4.54665 0.39153
H 0.87630 -4.20591 1.62688
H -0.81651 -4.36643 2.10472
C -3.23949 3.35758 -1.69841
C -4.02877 3.29413 -0.42252
O -4.79646 2.07155 -0.51256
S -6.05841 1.84285 0.42068
C -7.11348 3.20881 -0.00765
O -6.63649 0.63389 -0.04318
O -5.64998 1.96417 1.77983
H -2.53029 4.18361 -1.74034
H -3.93434 3.58555 -2.51396
H -2.74719 2.42041 -1.94442
H -3.41062 3.34600 0.47478
H -4.71965 4.13734 -0.35564
H -8.10679 2.92679 0.33604
H -7.06350 3.28959 -1.08862
H -6.80186 4.07614 0.56499
C 3.20624 2.63825 2.88854
C 3.59767 3.82910 2.02076
O 2.87054 4.95713 2.56976
S 3.07169 6.34417 1.84919
C 1.90522 6.21686 0.53157
O 2.61621 7.33502 2.76018
O 4.39327 6.42991 1.32618
H 3.61143 2.78893 3.88561
H 3.55876 1.72415 2.41670
H 2.11841 2.71399 2.86708
H 4.66129 4.04577 1.99219
H 3.24848 3.64106 1.00390
H 1.00076 5.73185 0.88592
H 2.36870 5.66417 -0.28370
H 1.69047 7.23796 0.22373
C 5.05319 -0.59978 -3.92718
C 4.25767 0.67552 -3.99921
O 4.38205 1.29383 -2.69359
S 3.57044 2.62609 -2.44957
C 1.98243 1.97337 -1.99046
O 4.17909 3.22500 -1.30940
O 3.47669 3.30639 -3.68580
H 5.14653 -1.08187 -4.89697
H 4.66024 -1.28562 -3.17291
H 6.05713 -0.38772 -3.54769
H 4.64754 1.36648 -4.74146
H 3.20348 0.47345 -4.20391
H 1.53632 2.68079 -1.29528
H 2.20486 1.00459 -1.55494
H 1.36720 1.90812 -2.88337
C -3.06842 -3.30435 -2.03727
C -1.63009 -3.56239 -2.41037
O -1.16408 -2.49457 -3.26344
S 0.23842 -1.83989 -2.96314
C 1.35583 -3.17602 -3.26840
O 0.45300 -0.83550 -3.94492
O 0.25460 -1.48864 -1.57186
H -3.18071 -2.41864 -1.41406
H -3.47101 -4.16621 -1.49985
H -3.70132 -3.20431 -2.91899
H -1.01100 -3.68425 -1.52184
H -1.55852 -4.47907 -2.99873
H 1.11709 -3.99382 -2.59426
H 2.35318 -2.79514 -3.05852
H 1.24541 -3.43979 -4.31600
C 1.94982 -1.20427 1.42145
C 1.03377 -0.21168 2.11362
O 0.67182 0.78882 1.14184
S -0.61541 1.65870 1.44832
C -1.84812 0.48949 0.95649
O -0.73256 1.88217 2.84468
O -0.65634 2.73720 0.52636
H 1.47054 -1.70983 0.58527
H 2.31168 -1.90751 2.17226
H 2.81568 -0.66949 1.02412
H 0.16347 -0.73456 2.51294
H 1.54964 0.26989 2.94273
H -1.60480 0.11020 -0.03277
H -2.79816 1.02242 0.93421
H -1.88039 -0.29935 1.70187
```